This record from OMol25 describes a molecular structure, C27H62F4InN8O9S in a non-equilibrium geometry. The level of theory is wB97M-V/def2-TZVPD.

Each line ends with the Mulliken charge.
Geometry (Å):
C -0.03 2.07 0.26  -0.761
C 0.51 1.46 -1.05  -0.818
In -0.35 -0.44 -1.76  1.207
F -0.59 -0.18 -3.75  -0.786
C 0.80 -2.30 -1.51  -1.046
C 1.43 -2.54 -0.11  0.063
C 1.72 -1.31 0.74  0.410
N 2.41 -1.75 2.00  -0.774
S -2.78 -0.77 -0.89  0.674
O -3.61 0.39 -1.22  -0.707
O -3.32 -2.04 -1.43  -0.679
C -2.94 -1.03 1.00  0.560
F -1.76 -0.71 1.63  -0.263
F -3.93 -0.21 1.50  -0.247
F -3.28 -2.34 1.31  -0.190
H -1.07 2.36 0.14  0.363
H 0.54 2.99 0.46  0.337
H 0.12 1.42 1.12  0.018
H 0.26 2.18 -1.84  0.176
H 1.60 1.41 -1.02  0.322
H 0.10 -3.12 -1.68  0.280
H 1.53 -2.37 -2.32  0.343
H 2.38 -3.06 -0.23  0.306
H 0.80 -3.21 0.48  -0.410
H 0.77 -0.87 1.03  -0.304
H 2.33 -0.57 0.23  0.423
H 3.10 -1.06 2.26  0.270
H 1.68 -1.77 2.70  0.234
C -0.17 -3.40 4.57  0.181
O 0.23 -2.87 3.55  -0.651
N -0.64 -2.71 5.64  0.144
C -1.13 -3.39 6.82  -0.967
C -0.64 -1.26 5.58  -0.834
H -0.22 -4.49 4.68  0.294
H -2.17 -3.13 7.00  0.341
H -0.54 -3.10 7.70  0.340
H -1.05 -4.46 6.68  0.300
H -1.24 -0.92 4.74  0.185
H 0.38 -0.89 5.43  0.292
H -1.03 -0.86 6.51  0.375
C -3.04 -6.69 -1.92  0.016
O -2.21 -6.29 -1.12  -0.429
N -4.33 -6.30 -1.94  0.224
C -5.27 -6.86 -2.89  -0.978
C -4.79 -5.30 -1.00  -0.516
H -2.80 -7.44 -2.68  0.245
H -5.68 -6.08 -3.53  0.337
H -6.09 -7.36 -2.37  0.332
H -4.76 -7.59 -3.52  0.294
H -4.25 -4.36 -1.13  0.331
H -4.63 -5.65 0.03  -0.153
H -5.86 -5.13 -1.15  0.401
C -1.51 -6.98 3.61  0.036
O -0.48 -6.53 4.08  -0.618
N -2.11 -6.49 2.51  0.234
C -3.33 -7.06 1.98  -0.727
C -1.49 -5.35 1.83  -0.631
H -2.04 -7.85 4.05  0.276
H -3.16 -7.41 0.96  0.162
H -4.12 -6.31 1.96  0.242
H -3.65 -7.90 2.60  0.345
H -0.49 -5.60 1.50  0.321
H -1.43 -4.50 2.49  -0.030
H -2.09 -5.09 0.96  0.268
C 2.67 2.51 3.12  0.215
O 2.50 2.81 1.96  -0.593
N 2.70 3.39 4.14  0.144
C 2.94 2.98 5.51  -1.005
C 2.50 4.80 3.85  -0.998
H 2.83 1.46 3.45  0.243
H 2.09 3.26 6.14  0.369
H 3.84 3.46 5.91  0.369
H 3.07 1.91 5.56  0.294
H 1.52 4.94 3.38  0.327
H 3.26 5.15 3.15  0.268
H 2.55 5.38 4.77  0.381
C 0.79 5.38 -2.95  0.146
O 0.14 5.74 -1.99  -0.616
N 0.27 5.06 -4.15  0.151
C 1.10 4.63 -5.27  -0.828
C -1.16 5.15 -4.33  -0.847
H 1.88 5.26 -2.90  0.265
H 0.97 5.31 -6.11  0.324
H 0.81 3.62 -5.58  0.283
H 2.14 4.62 -4.97  0.285
H -1.51 6.17 -4.15  0.310
H -1.67 4.49 -3.63  0.321
H -1.41 4.86 -5.35  0.183
C 7.35 2.74 4.67  0.098
O 6.68 3.14 5.61  -0.575
N 7.15 3.09 3.39  0.162
C 7.97 2.58 2.31  -0.928
C 6.07 4.02 3.09  -0.820
H 8.18 2.03 4.80  0.258
H 8.47 3.40 1.79  0.324
H 7.35 2.04 1.59  0.325
H 8.72 1.90 2.70  0.304
H 6.24 4.96 3.63  0.299
H 5.13 3.60 3.42  0.153
H 6.03 4.22 2.02  0.387
C -1.10 4.77 -9.29  0.144
O -0.27 5.27 -8.55  -0.569
N -2.42 5.04 -9.25  0.116
C -3.36 4.40 -10.15  -0.930
C -2.90 6.00 -8.27  -0.724
H -0.83 4.02 -10.06  0.263
H -3.87 5.15 -10.76  0.330
H -4.10 3.84 -9.59  0.340
H -2.83 3.72 -10.81  0.293
H -2.43 6.97 -8.43  0.293
H -2.66 5.66 -7.26  0.107
H -3.98 6.10 -8.37  0.377

## Properties
Orbital gap = 6.988 eV
Total charge = -1
HOMO energy = -4.88 eV
Total energy = -86233.5295 eV

***

This record from OMol25 describes 7 unconnected molecules or ions with the total composition C27H62NO6 in a non-equilibrium geometry. The level of theory is wB97M-V/def2-TZVPD.

Each line ends with the Mulliken charge.
Geometry (Å):
N 8.43 -2.13 0.18  -0.291
C 8.19 -0.67 -0.14  -0.794
C 6.71 -0.36 0.24  -0.785
C 5.80 -0.57 -1.00  -0.708
C 4.38 -0.98 -0.67  0.750
C 3.67 -0.54 0.44  -0.371
C 2.38 -0.98 0.66  -0.600
C 1.76 -1.84 -0.23  -0.564
C 2.43 -2.25 -1.36  -0.733
C 3.74 -1.82 -1.56  -0.438
H 9.24 -2.52 -0.30  0.360
H 8.55 -2.27 1.19  0.352
H 7.60 -2.65 -0.10  0.333
H 8.33 -0.46 -1.21  0.406
H 8.89 -0.10 0.47  0.395
H 6.69 0.71 0.49  0.377
H 6.43 -0.97 1.11  0.517
H 5.74 0.42 -1.50  0.297
H 6.26 -1.24 -1.75  0.477
H 4.14 0.16 1.14  0.357
H 1.86 -0.65 1.56  0.554
H 0.73 -2.17 -0.06  0.392
H 1.96 -2.92 -2.09  0.442
H 4.23 -2.17 -2.47  0.259
C -0.82 1.46 -3.43  -1.125
C 0.29 0.97 -4.35  0.413
C -0.09 -0.33 -5.03  -1.219
O 1.48 0.79 -3.59  -0.490
H -1.00 0.72 -2.64  0.173
H -0.53 2.39 -2.94  0.321
H -1.75 1.62 -3.98  0.403
H 0.50 1.73 -5.11  0.329
H -0.26 -1.12 -4.29  0.331
H 0.71 -0.68 -5.68  0.260
H -0.99 -0.22 -5.63  0.369
H 1.33 0.13 -2.91  0.266
C -3.31 2.50 0.08  -1.467
C -2.68 1.32 0.80  0.581
C -2.13 1.74 2.16  -1.420
O -1.63 0.78 0.01  -0.419
H -2.58 3.29 -0.10  0.424
H -3.69 2.19 -0.90  0.373
H -4.14 2.92 0.65  0.397
H -3.42 0.53 0.94  0.275
H -1.36 2.50 2.05  0.325
H -1.68 0.89 2.67  0.250
H -2.92 2.13 2.80  0.398
H -0.96 1.47 -0.11  0.289
C -2.25 -0.21 6.47  -1.278
C -1.42 -0.67 5.29  0.631
C -0.45 -1.78 5.69  -1.389
O -0.69 0.44 4.76  -0.510
H -1.61 0.20 7.26  0.223
H -2.93 0.59 6.17  0.316
H -2.84 -1.03 6.89  0.410
H -2.08 -1.03 4.50  0.290
H 0.25 -1.42 6.45  0.335
H 0.15 -2.09 4.83  0.328
H -0.98 -2.64 6.08  0.376
H -0.11 0.77 5.45  0.301
C 0.34 -2.87 -8.86  -1.234
C -0.25 -1.56 -9.34  0.343
C 0.36 -1.14 -10.67  -1.261
O -0.01 -0.54 -8.37  -0.490
H 1.42 -2.79 -8.71  0.318
H -0.10 -3.16 -7.90  0.293
H 0.15 -3.67 -9.58  0.408
H -1.33 -1.65 -9.45  0.263
H 1.44 -0.99 -10.58  0.333
H -0.06 -0.19 -11.00  0.318
H 0.18 -1.88 -11.45  0.381
H 0.94 -0.45 -8.26  0.331
C -5.66 -2.36 -1.06  -1.179
C -6.26 -1.04 -1.51  0.337
C -5.67 -0.59 -2.84  -1.119
O -6.03 -0.04 -0.52  -0.533
H -4.58 -2.26 -0.92  0.244
H -6.08 -2.66 -0.10  0.311
H -5.84 -3.15 -1.79  0.392
H -7.34 -1.14 -1.61  0.326
H -4.59 -0.43 -2.75  0.188
H -6.11 0.36 -3.15  0.309
H -5.86 -1.33 -3.63  0.407
H -5.08 0.07 -0.43  0.251
C -2.07 4.28 8.34  -1.285
C -1.44 3.10 9.06  0.526
C -0.89 3.50 10.42  -1.390
O -0.38 2.56 8.26  -0.526
H -1.33 5.07 8.17  0.343
H -2.44 3.97 7.36  0.308
H -2.89 4.70 8.91  0.376
H -2.18 2.31 9.18  0.262
H -0.12 4.27 10.31  0.352
H -0.44 2.65 10.92  0.337
H -1.69 3.90 11.06  0.378
H 0.29 3.24 8.15  0.330

## Properties
Orbital gap = 7.598 eV
Total charge = +1
HOMO energy = -11.22 eV
Total energy = -42772.9371 eV